C66H83F9NS | ωB97M-V/def2-TZVPD

Calculated values
- Molar mass: 1093.45 g mol⁻¹
- Kohn-Sham gap: 0.25124 Ha
- LUMO: -3.4 eV
- DFT total energy: -3916.13963 Ha
- Strongest force on any atom: 0.0740 Eh/bohr
- HOMO: -10.189 eV
- Charge: +1

```
160
C66H83F9NS, DFT ωB97M-V/def2-TZVPD
S -5.80614 -3.81633 -0.66225
F -3.19955 -2.63549 0.59427
F -4.63431 -3.30919 -1.61160
F -2.64886 -4.35355 1.77169
F -3.77218 -5.38698 -0.18294
F -5.87346 -2.45164 0.15795
F -7.04889 -4.34838 0.18541
F -5.86976 -5.16301 -1.49715
F -6.83588 -3.18963 -1.67988
F -5.23552 -5.46809 1.34991
N -3.61280 1.82716 2.26754
C -8.07987 0.27828 1.74693
C -3.62444 -7.09320 4.85402
C -3.73150 -3.61925 1.34775
C 6.55934 1.62301 0.60385
C 1.77525 1.49232 -0.69453
C -2.86940 2.94551 0.30668
C -5.77141 10.10678 -4.06266
C -2.82903 1.79350 1.25559
C -2.93196 7.23880 -5.20033
C -5.12942 1.02559 -1.98555
C -4.55785 -0.20939 -2.26703
C 12.85182 -10.85095 -3.26380
C -5.81358 3.15762 2.72716
C -2.21310 8.19801 -4.49955
C 11.76981 -5.34922 -0.12629
C -1.51639 3.52791 -0.14591
C -8.15974 9.94281 -3.83225
C 7.64341 0.62707 0.10917
C -8.10728 1.86006 -0.01449
C -4.78503 2.13836 -2.74074
C -3.86326 -7.76504 6.04461
C -3.64762 -0.33288 -3.30869
C -0.98293 2.75163 -1.36475
C -8.02055 8.66937 -3.29734
C -4.39226 -3.07870 2.62054
C 2.95695 0.50437 -0.45739
C -4.60344 -4.62249 0.54499
C -3.29964 0.78204 -4.06201
C 8.94982 0.62209 2.23631
C 11.64038 -3.30226 1.12774
C -0.71107 1.26083 -1.12368
C -3.67640 0.70758 3.22643
C 12.54142 -8.69726 -2.24134
C -7.23698 2.66529 0.66762
C -2.43938 6.90101 -2.48897
C -3.36218 -7.26428 7.23770
C 11.25343 -2.62412 -0.02042
C -4.35731 3.10258 2.27044
C 5.27443 1.62850 -0.27892
C -2.37456 -5.42477 6.04777
C 11.61150 -11.25522 -2.78924
C 0.42634 0.99025 -0.10824
C 11.12564 -3.30822 -1.22142
C -8.52618 0.66336 0.50501
C -3.15406 5.93884 -3.19132
C -2.87707 -5.92183 4.85103
C 11.38779 -4.67022 -1.27539
C 8.11943 -0.25636 1.28057
C 13.31456 -9.57057 -2.99365
C -2.61968 -6.09217 7.23962
C -6.76032 2.29728 1.90939
C 11.89414 -4.66573 1.07549
C -3.86661 2.01722 -3.77494
C 11.30250 -9.10342 -1.76205
C 9.46292 -0.17090 3.44883
C -1.96426 8.02830 -3.14466
C -5.63188 8.83177 -3.53253
C 4.03790 1.09637 0.48322
C -3.39826 6.10694 -4.54768
C -7.20663 1.10110 2.41591
C -3.61371 -1.88375 3.20368
C -6.75653 8.11525 -3.14643
C -7.03492 10.66295 -4.21068
C -4.12629 -0.58862 2.53102
C 10.83645 -10.38099 -2.03985
C -3.91406 3.87464 1.01997
H -0.82215 3.47592 0.70048
H 12.90468 -7.69907 -2.02846
H 8.64054 -0.61491 4.01596
H 12.18992 -5.19619 1.97179
H 3.44326 0.37744 -1.42997
H 10.69939 -8.42318 -1.17273
H -1.64010 4.56619 -0.46090
H 2.61523 -0.48235 -0.13674
H -5.21658 -0.62366 2.59902
H 5.47284 1.04767 -1.18433
H -3.33620 2.49840 -0.58695
H 7.21564 -0.04095 -0.64773
H 11.74369 -2.76773 2.06390
H -0.07222 3.21002 -1.76226
H -4.44084 -8.68054 6.04240
H -3.20848 -1.29705 -3.53259
H 4.36568 0.36359 1.22790
H -1.40222 8.77571 -2.59942
H -2.23119 -5.69900 8.17045
H -2.69869 -5.39100 3.92540
H 9.86836 -10.69614 -1.67121
H -3.52194 5.05512 -2.67989
H -4.02004 -7.48413 3.92450
H -2.18270 0.92342 1.15324
H -3.88583 -0.60567 1.46514
H -3.12752 7.37459 -6.25601
H -3.59350 2.88693 -4.36052
H -2.69662 0.61548 3.70358
H 0.48832 -0.09709 0.00806
H -0.37190 0.83099 -2.07274
H -6.95000 3.61165 0.21635
H -4.78957 3.86629 0.35852
H 10.08584 -0.99166 3.07497
H -5.23283 3.10261 -2.52299
H -9.20272 0.00492 -0.02830
H -5.84551 1.11881 -1.17547
H 5.05486 2.65409 -0.59851
H -2.25156 6.77343 -1.42959
H -6.13112 4.19959 2.61918
H -9.14511 10.37426 -3.95366
H -3.54987 -7.78768 8.16638
H 6.95052 2.63410 0.73278
H 3.63191 1.95059 1.03724
H 7.25311 -0.65303 1.82332
H 6.24471 1.26084 1.58896
H -1.84729 9.07941 -5.01031
H -3.95435 5.35658 -5.09638
H 8.73554 -1.10505 0.96452
H -3.86952 -1.80492 4.26744
H 10.06701 0.46697 4.09806
H -4.45080 -3.85979 3.38162
H 13.45775 -11.53411 -3.84526
H -1.61817 0.69889 -0.86472
H -3.84959 3.67000 3.07527
H 14.27910 -9.25314 -3.36926
H 11.24892 -12.25248 -3.00395
H 0.20650 1.43775 0.86932
H 1.63610 1.58613 -1.77484
H 10.82243 -2.77926 -2.11631
H -8.49306 2.15263 -0.98561
H 8.47623 1.16375 -0.35484
H 2.03507 2.45987 -0.25831
H -6.64704 7.12156 -2.72774
H -3.63936 4.91441 1.17725
H 11.97090 -6.41261 -0.16862
H -1.78935 -4.51278 6.05086
H -4.81961 -1.07436 -1.68467
H -2.52769 -1.99884 3.15391
H 11.29345 -5.20355 -2.21344
H -4.38692 0.92542 4.02550
H -6.85290 0.78407 3.39798
H 11.05142 -1.56059 0.02129
H -4.89414 10.66763 -4.36093
H -2.58711 0.68857 -4.87157
H -4.64886 8.39764 -3.41903
H 8.35697 1.46328 2.61201
H -8.89799 8.10944 -2.99832
H -8.38300 -0.65301 2.21190
H -5.93571 2.88350 3.77780
H -5.41779 -2.74452 2.45053
H 9.78423 1.03733 1.65958
H -1.72938 2.82582 -2.16443
H -7.14330 11.65850 -4.62204
```